[1]
# C18H37F7NO10S3

A 4-piece molecular cluster, C18H37F7NO10S3 overall in a non-equilibrium geometry (the ωB97M-V functional and the def2-TZVPD basis, the Open Molecules 2025 dataset).

Each line ends with the Mulliken charge.
Positions of all 76 atoms, in Å:
C -0.307 1.029 2.776  -1.856
C 0.191 -0.119 1.886  1.409
C 1.491 0.363 1.243  -1.866
C -0.925 -0.494 0.882  0.977
C -0.455 -0.619 -0.575  -1.629
C -1.599 -1.796 1.291  -1.166
O -0.657 -2.813 1.102  0.104
N -0.803 -3.799 2.169  -0.955
C 0.451 -4.097 2.613  0.946
F 0.751 -3.307 3.779  -0.417
F 1.395 -3.854 1.662  -0.328
C 0.491 -5.597 3.098  0.439
F 0.690 -5.692 4.409  -0.335
F -0.648 -6.180 2.818  -0.282
C 1.564 -6.466 2.402  0.605
F 1.677 -7.608 3.094  -0.314
F 1.203 -6.814 1.214  -0.248
F 2.748 -5.930 2.391  -0.268
H -0.432 1.899 2.134  0.367
H 0.445 1.289 3.521  0.482
H -1.219 0.766 3.305  0.369
H 0.369 -0.989 2.513  -0.132
H 2.096 0.805 2.033  0.557
H 1.310 1.106 0.477  0.274
H 2.084 -0.454 0.848  0.311
H -1.676 0.303 0.899  0.267
H -0.268 0.342 -1.057  0.205
H -1.190 -1.216 -1.108  0.467
H 0.467 -1.189 -0.621  0.263
H -1.919 -1.764 2.327  0.417
H -2.443 -1.973 0.610  0.378
O 2.139 4.598 -1.386  -0.686
S 1.079 3.878 -2.021  1.117
O 0.900 2.482 -1.795  -0.505
O 1.148 4.148 -3.594  -0.280
C 2.381 3.848 -4.271  -0.366
C 2.607 2.357 -4.434  -0.974
C -0.450 4.693 -1.717  -0.818
H 3.215 4.322 -3.750  0.327
H 2.303 4.316 -5.251  0.267
H 2.745 1.869 -3.470  0.277
H 3.499 2.172 -5.035  0.386
H 1.748 1.888 -4.914  0.266
H -0.336 5.755 -1.918  0.405
H -0.698 4.531 -0.670  0.133
H -1.214 4.254 -2.353  0.384
O 0.758 -3.883 -4.935  -0.655
S 0.154 -5.046 -4.359  1.218
O -1.108 -4.967 -3.698  -0.583
O 1.209 -5.767 -3.421  -0.235
C 1.819 -5.008 -2.344  -0.632
C 0.884 -4.758 -1.179  -0.433
C 0.062 -6.314 -5.581  -0.955
H 2.222 -4.073 -2.739  0.337
H 2.664 -5.609 -2.010  0.289
H 0.055 -4.112 -1.461  0.243
H 1.413 -4.277 -0.367  0.233
H 0.457 -5.693 -0.823  0.222
H 1.026 -6.404 -6.073  0.305
H -0.703 -6.017 -6.295  0.364
H -0.221 -7.245 -5.096  0.303
O -2.137 4.191 1.760  -0.544
S -2.472 5.578 1.764  1.204
O -1.514 6.573 1.390  -0.616
O -3.089 5.952 3.183  -0.308
C -2.300 5.659 4.354  -0.255
C -1.130 6.609 4.521  -0.990
C -3.931 5.823 0.807  -0.964
H -1.967 4.620 4.326  0.274
H -2.978 5.760 5.199  0.272
H -0.405 6.491 3.717  0.297
H -0.619 6.418 5.465  0.388
H -1.471 7.645 4.502  0.261
H -4.678 5.093 1.107  0.315
H -3.658 5.680 -0.236  0.323
H -4.287 6.838 0.964  0.347

Atomic forces in eV per Å
0.4 -0.3 -0.1
-0.4 0.5 0.0
0.1 -0.4 0.6
0.1 0.2 -0.4
0.2 -0.2 0.3
0.4 0.3 -0.6
0.0 0.0 0.6
0.1 -1.0 -0.5
-3.3 0.5 -0.8
1.6 0.1 0.1
1.5 0.0 0.8
1.0 1.5 -0.9
0.3 -0.2 1.2
-1.5 -1.1 0.0
-0.8 -0.1 1.9
0.1 -0.9 0.7
-0.4 -0.2 -2.3
1.6 0.8 -0.2
-0.4 0.2 0.1
0.1 0.0 0.2
-0.3 0.1 -0.1
0.3 -0.1 0.0
0.2 0.2 0.0
0.0 0.2 -0.2
0.0 -0.1 -0.3
-0.2 0.0 0.1
-0.2 -0.1 0.0
-0.2 0.2 -0.4
0.2 -0.1 0.0
-0.2 -0.1 0.2
-0.4 0.0 0.2
0.2 -0.1 0.0
-0.5 0.2 -0.2
0.2 -0.1 0.1
-0.2 0.1 0.1
0.5 -0.3 -0.3
-0.1 -0.1 0.2
-0.1 0.1 -0.1
-0.1 0.0 0.1
-0.2 0.1 0.1
0.0 0.0 0.0
0.0 0.1 -0.1
0.0 0.0 -0.1
0.0 0.0 0.0
0.1 -0.1 0.1
0.1 -0.1 0.0
-0.1 0.2 0.0
0.4 -0.6 0.2
-0.2 0.2 -0.1
-0.1 -0.1 -0.2
0.2 0.4 0.7
-0.3 0.0 -0.6
0.0 -0.1 -0.1
-0.1 0.0 -0.2
-0.1 -0.2 -0.3
0.0 0.1 0.0
0.1 0.0 0.0
0.0 0.0 0.1
0.0 0.0 0.0
0.0 0.1 0.0
0.0 0.0 0.0
0.4 -0.1 -0.1
-0.6 0.2 0.1
0.2 -0.1 -0.1
-0.1 0.1 -0.2
0.5 -0.1 0.5
0.1 0.1 -0.3
-0.1 0.0 0.1
0.0 0.0 -0.2
-0.2 0.0 -0.2
0.0 0.0 0.0
-0.1 0.0 0.0
0.0 0.0 0.1
0.0 0.0 0.0
0.1 0.0 0.0
0.0 0.0 0.0

Calculated values
Net charge ... -1
HOMO ... -2.98 eV
2S+1 ... 1
HOMO-LUMO gap ... 4.77 eV

[2]
# C32H78F9N8O20

A 11-piece molecular cluster, C32H78F9N8O20 overall in a non-equilibrium geometry (the ωB97M-V functional and the def2-TZVPD basis, the Open Molecules 2025 dataset).

Each line ends with the Mulliken charge.
Positions of all 147 atoms, in Å:
C -5.001 6.345 1.307  -1.334
C -4.846 4.850 1.173  0.204
C -4.800 4.250 -0.263  -0.653
O -4.692 2.858 -0.253  -0.274
C -5.042 2.228 -1.543  -0.855
N -3.809 4.177 2.080  0.419
H -4.150 4.221 3.030  0.453
H -3.879 3.201 1.831  0.217
H -2.862 4.521 2.013  -0.034
H -5.761 6.681 0.601  0.411
H -4.039 6.799 1.073  0.109
H -5.274 6.671 2.310  0.405
H -5.738 4.419 1.628  0.342
H -3.908 4.632 -0.761  0.274
H -5.636 4.619 -0.857  0.516
H -4.519 2.725 -2.361  0.407
H -6.111 2.316 -1.735  0.389
H -4.685 1.198 -1.519  0.123
C -1.454 2.517 -1.807  -1.107
C -1.088 1.342 -0.854  1.286
C -0.345 0.232 -1.522  -0.799
O -0.191 -0.852 -0.648  0.767
C 0.443 -2.015 -1.166  0.508
N -0.185 1.866 0.220  1.261
H -0.372 2.828 0.462  -0.189
H -0.382 1.431 1.110  0.101
H 0.804 1.902 0.016  -0.188
H -2.078 2.106 -2.601  0.511
H -0.750 3.017 -2.472  0.014
H -2.008 3.267 -1.242  -0.143
H -2.011 1.098 -0.328  -0.052
H 0.594 0.539 -1.982  -0.003
H -0.998 -0.083 -2.336  0.303
H 0.301 -2.948 -0.620  -0.568
H 1.515 -1.878 -1.306  -0.173
H 0.163 -2.198 -2.203  -0.017
C 6.503 -1.955 0.136  -1.500
C 5.445 -1.281 -0.778  0.296
C 4.732 -2.159 -1.883  -0.292
O 3.813 -1.496 -2.683  -0.204
C 3.122 -2.222 -3.680  -0.285
N 4.406 -0.573 0.099  0.444
H 3.663 -0.211 -0.482  -0.268
H 4.039 -1.235 0.768  0.132
H 4.724 0.266 0.562  0.411
H 6.097 -2.750 0.762  0.292
H 7.126 -1.380 0.821  0.418
H 7.223 -2.545 -0.431  0.435
H 6.073 -0.504 -1.214  0.295
H 4.203 -2.930 -1.322  -0.155
H 5.520 -2.537 -2.534  0.517
H 2.384 -2.952 -3.345  -0.001
H 3.815 -2.560 -4.450  0.431
H 2.571 -1.491 -4.272  -0.089
C -3.523 -2.600 -1.230  -1.108
C -3.738 -3.869 -2.079  0.216
C -2.358 -4.461 -2.450  -0.552
O -1.603 -5.034 -1.403  -0.385
C -0.317 -5.505 -1.883  -0.128
N -4.585 -4.973 -1.312  -0.353
H -4.974 -5.649 -1.954  0.370
H -4.129 -5.543 -0.614  0.312
H -5.402 -4.650 -0.814  0.349
H -2.944 -1.791 -1.675  0.216
H -3.114 -2.709 -0.225  0.209
H -4.538 -2.255 -1.034  0.483
H -4.433 -3.725 -2.906  0.324
H -1.728 -3.686 -2.886  0.280
H -2.559 -5.160 -3.262  0.468
H 0.382 -4.690 -2.068  -0.191
H -0.421 -6.193 -2.722  0.387
H 0.069 -5.967 -0.974  0.148
C -0.907 -3.004 2.041  -0.608
C -0.470 -2.612 3.458  0.549
C 0.079 -3.757 4.367  -0.820
O 0.547 -3.391 5.679  -0.407
C -0.377 -2.802 6.598  -0.712
N 0.644 -1.491 3.319  0.552
H 0.229 -0.619 3.023  -0.018
H 1.063 -1.371 4.230  0.515
H 1.424 -1.662 2.701  -0.003
H -1.390 -2.183 1.510  0.057
H -1.602 -3.842 2.098  0.443
H -0.049 -3.327 1.452  -0.446
H -1.289 -2.058 3.916  0.265
H 0.975 -4.167 3.900  0.203
H -0.595 -4.613 4.332  0.520
H -1.376 -3.225 6.698  0.300
H -0.602 -1.786 6.274  0.280
H 0.197 -2.780 7.525  0.286
N 3.160 0.776 2.951  0.779
O 4.199 1.361 2.663  -0.688
O 2.130 0.892 2.306  -0.396
O 3.195 -0.022 3.854  -0.714
N -2.277 0.800 3.140  1.019
O -2.657 0.131 4.130  -0.735
O -1.071 0.843 2.986  -0.791
O -3.124 1.398 2.452  -0.864
N 3.576 2.858 -0.544  0.779
O 3.017 1.879 -1.047  -0.467
O 4.815 2.787 -0.383  -0.696
O 2.913 3.813 -0.124  -0.627
C 2.701 -4.796 1.229  0.818
O 3.000 -5.747 2.296  -0.331
O 3.130 -3.603 1.736  -0.916
C 3.218 -5.348 -0.145  0.582
F 2.605 -4.842 -1.247  -0.176
F 4.562 -5.240 -0.321  -0.318
F 2.988 -6.661 -0.206  -0.348
C 2.072 -6.805 2.615  0.283
C 2.765 -7.698 3.649  -1.527
H 3.525 -8.390 3.288  0.356
H 3.247 -7.143 4.454  0.316
H 1.988 -8.368 4.017  0.419
H 1.792 -7.385 1.736  0.256
H 1.161 -6.472 3.111  0.053
H 1.624 -4.742 1.070  -0.381
C 2.100 3.384 -6.151  -0.233
O 1.348 2.224 -5.940  -0.276
O 2.248 3.471 -7.545  -0.925
C 1.534 4.622 -5.279  0.772
F 0.262 4.890 -5.612  -0.286
F 1.609 4.440 -3.945  -0.199
F 2.310 5.724 -5.588  -0.296
C 1.499 1.410 -4.675  0.346
C 0.377 0.293 -4.891  -0.916
H -0.632 0.545 -4.565  0.240
H 0.140 0.132 -5.942  0.435
H 0.529 -0.643 -4.353  0.005
H 1.254 2.011 -3.799  -0.036
H 2.458 0.906 -4.551  0.211
H 3.109 3.136 -5.822  0.198
C -0.517 5.826 1.106  -0.193
O -1.447 6.528 1.960  -0.217
O -0.821 4.448 1.396  -0.863
C -0.636 6.478 -0.361  0.568
F 0.305 7.337 -0.613  -0.314
F -0.408 5.564 -1.302  -0.200
F -1.775 7.037 -0.666  -0.300
C -1.184 7.899 2.297  -0.385
C -2.314 8.453 3.155  -1.058
H -2.321 9.542 3.121  0.380
H -3.326 8.125 2.916  0.110
H -2.240 8.100 4.183  0.314
H -1.214 8.459 1.363  0.283
H -0.220 8.088 2.770  0.376
H 0.473 6.075 1.490  0.271

Atomic forces in eV per Å
1.1 0.0 -0.5
-1.3 -1.7 0.6
1.4 1.2 0.0
-0.9 -1.4 -0.7
0.7 1.1 1.1
-1.9 0.7 -0.9
0.2 0.2 0.4
0.8 -0.9 -0.1
1.9 0.3 -0.4
0.1 0.1 0.0
-0.1 0.3 -0.2
-0.1 -0.3 0.0
-0.4 -0.1 -0.2
0.3 0.4 -0.1
-0.4 0.0 0.2
0.1 0.2 0.0
-0.1 -0.2 0.2
-0.2 0.1 0.3
-0.6 -0.7 -0.6
1.4 2.3 0.1
-0.9 -0.9 -1.1
0.0 -1.3 1.3
0.7 0.7 -1.2
-0.6 0.2 0.3
-0.6 2.0 0.3
0.4 -0.7 0.7
1.1 -0.5 -0.4
-0.7 -0.2 0.2
1.0 -0.1 0.9
0.1 0.0 -0.1
0.1 -0.6 -0.1
0.2 0.3 0.2
0.0 -0.2 -0.5
-0.4 0.5 0.5
0.3 0.2 0.5
-0.7 0.0 -0.4
-0.5 -2.1 0.0
0.7 1.2 0.3
0.7 -0.4 1.3
-0.8 1.4 0.3
0.4 1.1 -0.8
0.6 -0.9 -1.2
-0.7 0.4 -0.5
-0.4 -0.4 0.6
0.6 0.7 0.6
-0.6 0.1 0.2
-0.5 0.9 -0.4
0.0 0.3 -0.6
-0.8 0.4 -0.5
0.3 -0.6 -0.1
0.2 -0.5 0.3
0.4 -0.4 0.4
0.2 -0.9 0.3
-0.2 0.3 0.4
-1.9 -0.2 0.7
1.6 0.0 1.8
-0.1 -0.3 -0.9
-1.1 0.1 -0.5
-0.2 0.2 1.5
0.1 0.0 0.1
0.1 -0.2 -0.7
1.2 0.0 0.3
-0.3 1.0 0.1
-0.1 -0.4 -0.6
0.4 -0.7 -0.2
-0.1 0.7 0.0
0.7 0.4 -0.4
-0.4 0.5 -0.2
0.3 -0.6 -0.1
-0.3 0.2 -0.5
0.0 0.0 0.1
0.2 -0.5 -0.4
0.4 -0.4 0.5
1.3 1.2 -0.2
0.8 0.5 -0.4
-1.1 -0.4 -1.0
0.5 0.8 -0.6
-1.3 -1.8 0.7
-0.3 0.9 0.1
0.4 0.5 0.4
0.5 -0.7 -0.5
0.1 0.2 0.2
-0.1 -0.1 0.0
0.1 0.0 0.1
0.0 -0.1 0.3
0.3 0.2 -0.2
-0.6 0.1 0.5
0.2 -0.9 0.0
0.2 0.4 0.2
-0.5 0.0 0.1
1.5 0.0 -0.5
0.8 1.1 -1.0
-2.2 0.6 -1.8
-0.5 -2.4 3.0
-1.6 -1.1 2.8
-0.9 -0.3 -0.2
1.9 0.8 -2.2
0.4 0.3 -0.9
1.3 0.7 1.7
-1.7 -1.9 -1.0
0.0 0.4 -0.2
0.1 0.0 -0.4
0.6 2.7 2.5
-0.9 -1.2 -0.6
-0.4 -1.0 -2.5
1.6 -0.2 1.1
0.1 0.5 0.3
-0.6 0.5 -0.1
-0.5 -1.0 -0.2
1.7 0.2 0.1
-0.2 -0.6 -0.2
0.1 0.3 -0.6
-0.4 0.2 0.0
-0.1 0.0 0.6
0.0 -0.1 -0.1
-0.2 0.7 -0.2
-1.0 -0.6 -0.2
2.1 -0.1 -3.5
-1.4 -2.5 2.8
-1.2 1.3 3.0
1.6 -0.8 -2.5
-0.1 0.4 0.4
-0.2 0.1 -0.2
-1.0 -0.6 0.7
-2.4 0.1 -2.3
-0.1 0.8 0.2
0.0 0.9 0.5
0.9 -0.2 -0.2
0.6 -0.2 -0.2
0.3 0.0 0.1
0.3 0.4 -0.3
0.5 0.5 1.2
-1.2 -2.4 1.9
-0.4 1.0 0.7
-0.1 2.9 -2.3
1.2 -3.2 0.6
1.6 2.4 0.7
-0.5 -1.7 -0.6
-2.2 0.9 0.2
-1.1 -0.2 -1.2
-0.1 -0.4 0.7
0.1 0.0 0.2
0.1 -0.1 -0.8
0.4 0.3 0.2
0.3 0.3 -0.1
0.2 -0.4 0.1
0.5 0.0 -0.4

Calculated values
Net charge ... -1
HOMO ... -2.74 eV
2S+1 ... 1
HOMO-LUMO gap ... 1.63 eV

The evaluated DFT total energy for the records listed, in turn: -3408.76837; -4107.00761 Ha.